Entry from the OMol25 dataset: a single C4H5NO molecule at a distorted geometry (ωB97M-V with the def2-TZVPD basis set).

## Properties
**Charge**: 0
**HOMO energy**: -10.806 eV
**Multiplicity**: 1
**DFT total energy**: -285.35600 hartree
**Structure (SMILES)**: N#CC[C@H]1CO1

Last column: Löwdin charge in e.
Positions of all 11 atoms, in Å:
1 N 2.402 0.631 -1.076  0.15
2 C 1.628 -0.068 -0.576  -0.22
3 C 0.695 -0.938 0.146  -0.12
4 C -0.646 -0.288 0.458  -0.30
5 C -0.999 1.085 0.091  -0.10
6 O -1.432 -0.024 -0.686  -0.03
7 H 1.214 -1.272 1.051  0.13
8 H 0.484 -1.829 -0.455  0.13
9 H -1.184 -0.757 1.285  0.14
10 H -1.796 1.598 0.630  0.11
11 H -0.254 1.726 -0.379  0.11

Atoms 1-2, force components in eV/Å:
N -0.806 -0.664 0.398
C 0.674 0.599 -0.370